(1)
Molecular formula: C27H31BrClN4O6STl
Method: DFT, ωB97M-V with the def2-TZVPD basis set

Values from the calculation:
electronic energy	-5322.5357	Ha
max |F|	0.015	Eh/bohr
E_LUMO	4.09	eV

```
! wB97M-V def2-TZVPD RIJCOSX def2/J DEFGRID3
* xyz -2 1
Tl -0.04 0.30 0.03
C -2.71 0.35 3.97
C -1.47 -0.04 3.17
O -0.77 0.90 2.71
C -1.23 -1.40 3.00
C -0.14 -2.00 2.32
C 0.11 -3.46 2.58
N 0.67 -1.35 1.51
N 1.76 -2.09 1.09
C 2.44 -1.49 0.17
O 2.18 -0.35 -0.37
C 3.64 -2.22 -0.33
C 4.26 -1.78 -1.50
C 5.38 -2.44 -2.00
C 5.90 -3.54 -1.33
C 5.28 -3.98 -0.16
C 4.16 -3.32 0.33
H -3.57 0.37 3.29
H -2.57 1.34 4.39
H -2.93 -0.37 4.76
H -1.90 -2.09 3.51
H -0.69 -3.88 3.19
H 1.07 -3.59 3.09
H 0.18 -3.99 1.63
H 3.83 -0.93 -2.01
H 5.84 -2.09 -2.91
H 6.77 -4.05 -1.71
H 5.68 -4.84 0.37
H 3.66 -3.66 1.23
C 2.16 0.08 -6.10
C 1.57 0.49 -4.78
C 2.33 1.07 -3.76
C 1.75 1.27 -2.53
C 0.40 1.00 -2.26
Br 1.41 2.78 0.72
N -0.34 0.63 -3.34
C 0.23 0.31 -4.52
H 2.91 0.80 -6.43
H 1.40 -0.01 -6.87
H 2.66 -0.89 -6.01
H 3.37 1.30 -3.93
H 2.35 1.65 -1.72
H -0.46 -0.08 -5.26
C -1.51 5.09 0.67
N -1.72 3.74 0.12
C -2.38 3.78 -1.20
C -2.39 2.88 1.15
C -3.02 1.63 0.60
C -4.42 1.60 0.59
C -5.11 0.49 0.14
C -4.39 -0.61 -0.31
C -3.00 -0.58 -0.32
C -2.29 0.53 0.15
H -0.90 5.66 -0.02
H -0.98 4.99 1.61
H -2.48 5.57 0.82
H -0.74 3.36 0.01
H -3.40 4.16 -1.08
H -2.40 2.78 -1.64
H -1.80 4.44 -1.85
H -3.16 3.51 1.60
H -1.62 2.62 1.88
H -4.97 2.47 0.95
H -6.19 0.48 0.14
H -4.90 -1.49 -0.67
H -2.47 -1.44 -0.68
O 0.51 -4.23 -1.49
Cl -0.62 -3.34 -1.54
O -1.44 -3.52 -0.36
O -1.41 -3.63 -2.72
O -0.16 -1.96 -1.61
S -2.09 0.58 -3.32
*
```

Mulliken atomic charge list, values in e, 8 entries: 1.383, -1.578, 1.363, -0.677, -1.565, 1.452, -1.469, -0.008

***

(2)
Molecular formula: C27H31BrF14NO11
Method: DFT, ωB97M-V with the def2-TZVPD basis set

Values from the calculation:
electronic energy	-5901.8287	Ha
max |F|	0.025	Eh/bohr
E_LUMO	-4.92	eV

```
! wB97M-V def2-TZVPD RIJCOSX def2/J DEFGRID3
* xyz 1 1
C 3.81 -0.83 -2.34
C 2.96 -0.40 -1.14
F 2.45 -1.52 -0.50
C 1.87 0.59 -1.46
C 0.54 0.20 -1.54
C 0.12 -1.23 -1.35
O -0.41 -1.64 -0.36
O 0.43 -1.97 -2.41
C -0.48 1.13 -1.80
C -1.94 0.79 -1.87
C -2.45 0.85 -3.29
O -3.14 1.68 -3.72
F -2.01 -0.17 -4.02
C -0.10 2.44 -2.02
N 1.19 2.83 -1.96
C 1.43 4.27 -2.20
C 2.17 1.94 -1.70
Br 3.95 2.52 -1.66
H 3.29 -0.74 -3.28
H 4.04 -1.88 -2.18
H 4.75 -0.30 -2.33
H 3.63 0.07 -0.42
H -0.22 -2.69 -2.51
H -2.18 -0.15 -1.38
H -2.49 1.55 -1.32
H -0.84 3.19 -2.23
H 2.47 4.55 -2.09
H 1.06 4.55 -3.18
H 0.85 4.83 -1.46
C 1.61 -4.35 0.21
C 2.68 -5.00 1.05
O 2.64 -6.43 0.92
C 3.22 -6.93 -0.16
O 3.76 -6.31 -1.03
C 3.14 -8.47 -0.14
F 1.91 -8.88 0.20
F 4.01 -8.95 0.76
F 3.44 -8.97 -1.33
H 0.63 -4.75 0.47
H 1.60 -3.28 0.37
H 1.77 -4.54 -0.85
H 2.52 -4.79 2.10
H 3.67 -4.64 0.79
C -2.21 -0.35 1.81
C -1.05 -0.75 2.70
O -0.68 0.32 3.59
C -1.43 0.46 4.68
O -2.37 -0.21 4.98
C -0.88 1.60 5.54
F -0.59 2.68 4.79
F 0.25 1.23 6.15
F -1.76 1.96 6.46
H -1.98 0.58 1.28
H -2.43 -1.13 1.09
H -3.11 -0.16 2.40
H -0.17 -0.95 2.09
H -1.27 -1.65 3.26
C -2.55 5.77 7.24
C -3.49 4.91 8.05
O -4.63 5.67 8.49
C -5.60 5.82 7.60
O -5.61 5.40 6.48
C -6.76 6.60 8.23
F -6.32 7.66 8.91
F -7.44 5.81 9.08
F -7.60 7.03 7.29
H -2.26 6.66 7.80
H -1.65 5.21 6.98
H -3.02 6.11 6.32
H -2.99 4.57 8.96
H -3.81 4.03 7.50
C -0.16 -0.94 -8.46
C 1.10 -1.69 -8.86
O 2.16 -1.48 -7.91
C 2.12 -2.22 -6.82
O 1.30 -3.03 -6.53
C 3.35 -1.91 -5.95
F 3.56 -0.59 -5.83
F 4.45 -2.45 -6.47
F 3.19 -2.41 -4.71
H 0.06 0.12 -8.32
H -0.92 -1.05 -9.22
H -0.55 -1.33 -7.52
H 1.47 -1.31 -9.81
H 0.91 -2.75 -8.99
*
```

Mulliken atomic charge list, values in e, 8 entries: -1.325, -0.171, -0.253, 0.586, 1.091, -0.932, -0.429, -0.344